No. 1
{
  "formula": "C16H15N2O9P2ReS5Sb",
  "method": "ωB97M-V with the def2-TZVPD basis set",
  "species": ["O", "C", "C", "Re", "C", "C", "H", "H", "S", "C", "C", "H", "P", "O", "C", "C", "S", "O", "H", "S", "P", "Sb", "H", "C", "C", "O", "S", "H", "C", "H", "S", "O", "H", "O", "N", "H", "C", "N", "H", "H", "H", "H", "O", "C", "C", "C", "C", "O", "H", "H", "O"],
  "positions_angstrom": [[-3.12, 3.44, 1.12], [-2.41, -1.54, 0.53], [-1.90, 5.40, -3.17], [-0.39, 0.07, 0.01], [-3.46, -2.37, 0.94], [-3.57, 0.30, -0.62], [0.38, -3.23, 0.77], [-6.36, -0.53, 1.13], [-0.13, 0.59, 2.29], [-5.34, -0.66, 0.77], [-0.69, -3.06, 0.79], [-5.40, 1.34, 0.02], [-1.10, 0.02, -3.32], [-2.99, 1.70, -0.95], [-2.92, 5.79, -0.63], [-2.87, 7.57, -3.99], [3.15, -1.40, 2.50], [-2.54, -0.19, 0.29], [-1.13, 3.54, -2.42], [1.80, 0.57, -0.43], [-3.84, -0.68, -2.37], [2.27, 0.62, 1.98], [-3.43, 8.43, -3.61], [-1.64, -4.00, 1.17], [-4.80, -1.93, 1.08], [-0.64, 1.58, -3.44], [-1.87, 3.48, 0.39], [-3.64, 2.36, -0.63], [-4.83, 0.42, 0.10], [-3.72, 7.63, -1.40], [3.21, 2.57, 2.63], [-0.64, 3.80, 1.02], [-1.52, 5.23, -4.17], [-2.66, 0.20, -3.29], [-1.12, -1.84, 0.47], [-1.92, 7.94, -4.39], [-3.14, 6.74, -1.62], [-1.63, 2.08, -0.41], [-3.43, 7.14, -4.81], [0.32, 1.61, -3.50], [-1.32, -5.00, 1.42], [-3.33, 5.92, 0.36], [-0.69, -0.43, -1.90], [-2.98, -3.66, 1.25], [-1.67, 4.45, -2.19], [-2.18, 4.66, -0.92], [-2.63, 6.56, -2.90], [-0.55, -0.77, -4.43], [-3.70, -4.41, 1.56], [-5.48, -2.65, 1.52], [-3.27, -2.02, -2.01]],
  "lowdin_spin": [0.003, 0.022, 0.000, 2.294, 0.001, 0.002, 0.001, 0.000, 0.156, -0.001, 0.009, 0.000, 0.015, -0.001, 0.001, 0.000, 0.033, 0.015, 0.000, 0.140, 0.001, 0.047, 0.000, 0.000, 0.001, 0.003, 0.012, 0.000, -0.002, 0.000, 0.046, 0.002, 0.000, 0.003, 0.000, 0.000, 0.000, 0.060, 0.000, 0.000, 0.000, 0.000, 0.118, 0.007, 0.000, 0.005, 0.000, 0.003, 0.000, 0.000, 0.002],
  "homo_ev": [-1.66, -1.63],
  "gap_ev": [5.4278, 5.4006],
  "charge": -2,
  "mol_weight_g_mol": 909.6,
  "spin_multiplicity": 4,
  "relative_energy_kcal_mol": 259.1,
  "s_squared": 3.7746
}



No. 2
{
  "formula": "C23H24FN3O5S",
  "method": "ωB97M-V with the def2-TZVPD basis set",
  "species": ["F", "H", "C", "C", "H", "H", "O", "S", "H", "C", "H", "H", "C", "C", "C", "C", "H", "C", "N", "C", "C", "H", "H", "O", "H", "O", "H", "C", "O", "H", "N", "C", "C", "C", "H", "H", "H", "H", "H", "H", "C", "C", "C", "O", "H", "H", "H", "H", "C", "H", "C", "C", "N", "C", "C", "C", "H"],
  "positions_angstrom": [[-1.32, -3.58, -1.41], [-5.26, 2.19, 0.58], [4.19, 0.29, 0.96], [1.58, -2.10, 1.10], [-0.87, -0.76, -3.06], [0.55, 3.15, -2.41], [0.76, 0.16, -2.86], [-0.35, 1.56, 0.63], [0.94, 0.51, 3.70], [0.61, -2.55, -1.05], [-2.94, 2.97, 0.88], [-1.35, -3.98, 1.21], [-0.38, -3.12, -0.55], [-4.50, 1.37, 0.69], [-3.45, -0.58, -0.14], [-4.53, 0.18, 0.12], [-1.28, -0.82, -0.25], [0.20, 2.32, -2.35], [-0.18, 1.33, 2.22], [1.44, 1.26, -2.44], [-0.51, 0.06, -2.86], [0.72, -2.64, -2.17], [-3.74, -1.77, -0.33], [2.37, 1.86, 1.80], [-6.42, -0.14, -1.17], [-0.35, 3.18, 0.27], [2.65, 1.91, -0.29], [0.50, -2.60, 1.31], [4.61, -0.41, -1.51], [-6.06, -1.41, 0.22], [2.90, -0.20, 1.71], [2.79, -1.45, 1.79], [-2.05, 0.88, 0.29], [-6.04, -0.27, 0.01], [0.40, -0.41, 2.27], [-6.73, 0.35, 0.80], [3.15, 2.61, -2.81], [2.40, -1.73, 2.78], [2.61, -1.70, -0.80], [3.64, -1.97, 1.61], [-0.95, 1.46, -2.75], [0.76, 0.47, 2.54], [1.67, -2.11, -0.49], [0.37, 0.73, -0.07], [-1.77, 1.77, -2.77], [4.93, -0.60, 1.13], [3.25, 0.82, -2.91], [0.51, -2.82, 2.62], [2.02, 0.81, 2.09], [0.14, 2.51, 2.67], [-3.17, 1.85, 0.73], [2.71, 1.64, -2.29], [3.19, 1.35, -0.73], [-0.56, -3.27, 0.94], [4.03, 0.54, -0.55], [-2.25, -0.27, 0.02], [4.41, 1.17, 1.31]],
  "lowdin_charge": [0.058, 0.141, 0.046, -0.153, 0.041, -0.009, 0.015, 0.721, 0.218, -0.150, 0.129, 0.135, -0.288, -0.087, -0.086, -0.332, 0.153, 0.117, -0.118, -0.242, -0.056, 0.175, 0.189, 0.138, 0.127, -0.377, 0.045, -0.261, -0.175, 0.074, 0.000, -0.211, -0.244, -0.066, 0.074, 0.114, 0.182, 0.137, 0.107, 0.109, 0.045, -0.281, 0.094, -0.243, -0.030, 0.167, 0.152, 0.191, -0.524, 0.293, 0.048, -0.033, 0.201, 0.053, -0.381, -0.200, 0.060],
  "homo_ev": -7.91,
  "gap_ev": 8.0359,
  "mol_weight_g_mol": 473.5,
  "spin_multiplicity": 1,
  "relative_energy_kcal_mol": 645.8
}



No. 3
{
  "formula": "C22H25N5O4S2",
  "method": "ωB97M-V with the def2-TZVPD basis set",
  "species": ["S", "C", "H", "N", "C", "C", "H", "N", "C", "H", "O", "C", "C", "H", "C", "C", "C", "H", "N", "H", "H", "H", "H", "N", "H", "H", "C", "C", "H", "H", "S", "H", "C", "O", "N", "H", "C", "H", "C", "H", "H", "H", "H", "C", "C", "O", "H", "C", "H", "C", "H", "C", "C", "O", "C", "C", "H", "H"],
  "positions_angstrom": [[-3.01, 3.49, -0.31], [-5.03, -0.60, 0.42], [-3.79, 0.85, 1.19], [-2.12, 1.57, 1.41], [-5.66, -3.30, 0.07], [3.73, 1.57, 0.97], [-6.67, -4.90, -0.93], [-0.54, 2.44, 0.15], [-6.17, -0.96, -0.28], [-5.16, 3.98, 0.49], [5.77, -1.59, 1.85], [-4.52, -2.92, 0.77], [-1.87, 2.44, 0.47], [7.20, 0.22, -1.96], [-4.20, -1.59, 0.95], [1.38, 1.07, 1.05], [-4.51, 3.12, 0.66], [3.30, -1.82, -1.29], [-4.66, 0.73, 0.65], [-5.11, -5.35, -0.24], [6.63, 1.29, -0.66], [4.21, -1.66, -2.82], [-6.50, -5.12, 0.81], [-0.96, 0.96, 1.72], [-7.36, -2.58, -0.99], [-4.21, 3.05, 1.70], [-6.47, -2.30, -0.45], [4.18, -1.37, -1.76], [-3.31, -1.30, 1.49], [4.56, 2.26, 0.88], [5.70, -0.34, 1.15], [-0.63, 3.32, -1.71], [-5.23, 1.86, 0.17], [-6.21, 1.94, -0.54], [6.13, -0.67, -0.43], [0.96, 2.66, -1.25], [1.67, -0.27, 1.30], [4.80, 1.80, -2.08], [0.08, 3.19, -0.89], [5.25, 0.49, -3.20], [-3.87, -3.68, 1.18], [-6.82, -0.21, -0.69], [5.30, -2.52, -0.25], [4.00, 0.22, 1.16], [5.49, -1.80, -1.05], [6.54, 0.75, 1.57], [6.19, -2.25, -1.77], [5.09, 0.75, -2.14], [2.21, 3.05, 0.80], [2.42, 1.99, 0.92], [3.24, -1.72, 1.54], [2.99, -0.69, 1.35], [-6.00, -4.75, -0.09], [3.98, 0.02, -1.65], [-0.01, 1.48, 0.99], [6.35, 0.45, -1.31], [0.86, -0.96, 1.44], [0.38, 4.18, -0.53]],
  "lowdin_charge": [1.006, -0.216, 0.084, -0.004, -0.293, -0.046, 0.073, -0.045, -0.005, 0.084, -0.276, -0.050, -0.611, 0.128, -0.019, -0.139, -0.346, 0.119, 0.120, 0.075, 0.109, 0.123, 0.082, 0.092, 0.110, 0.084, -0.042, -0.167, 0.106, 0.120, 0.683, 0.079, -0.538, 0.062, -0.231, 0.098, 0.009, 0.122, -0.030, 0.123, 0.110, 0.099, 0.113, -0.259, -0.149, -0.278, 0.129, -0.167, 0.114, -0.010, 0.120, -0.045, -0.059, -0.164, -0.254, -0.152, 0.118, 0.103],
  "homo_ev": -8.05,
  "gap_ev": 8.0183,
  "mol_weight_g_mol": 487.6,
  "smiles": "Cc1ccc(NC(=O)CSc2nnc(-c3ccc(S(=O)(=O)N4CCOCC4)cc3)n2C)cc1",
  "spin_multiplicity": 1,
  "relative_energy_kcal_mol": 35.7
}



No. 4
{
  "formula": "C4H9NO2",
  "method": "ωB97M-V with the def2-TZVPD basis set",
  "species": ["H", "N", "H", "H", "O", "H", "H", "H", "H", "H", "C", "O", "H", "C", "C", "C"],
  "positions_angstrom": [[0.03, 1.34, -1.23], [-0.87, -1.37, 0.49], [-2.19, -0.31, 1.73], [2.51, 1.82, -0.51], [-3.34, -1.47, 0.41], [-0.21, -1.11, 1.22], [-1.42, -0.78, -1.41], [2.91, 1.13, 1.08], [-2.15, 0.27, 0.05], [2.98, 0.10, -0.38], [-2.39, -0.78, 0.75], [1.10, 0.56, 0.38], [0.97, -0.13, -1.57], [2.44, 0.92, 0.12], [-0.81, -0.52, -0.54], [0.37, 0.38, -0.80]],
  "lowdin_charge": [0.139, 0.048, 0.144, 0.093, -0.032, 0.108, 0.141, 0.093, 0.158, 0.095, -0.466, -0.190, 0.139, -0.098, -0.171, -0.201],
  "homo_ev": -8.75,
  "gap_ev": 9.2628,
  "mol_weight_g_mol": 103.1,
  "spin_multiplicity": 1,
  "relative_energy_kcal_mol": 119.7
}